Record 1
{
  "formula": "C14H27F8GaNO2S",
  "method": "the ωB97M-V functional and the def2-TZVPD basis",
  "total_charge": -1,
  "e_lumo_ev": 2.5,
  "mol_weight_g_mol": 495.15,
  "multiplicity": 1,
  "e_tot_ev": -105493.3324,
  "max_force_ev_per_a": 1.8,
  "symbols": ["C", "C", "C", "N", "Ga", "C", "C", "C", "C", "S", "O", "C", "C", "H", "H", "H", "H", "H", "H", "H", "H", "H", "H", "H", "H", "H", "H", "H", "H", "H", "H", "H", "H", "H", "H", "H", "C", "C", "C", "F", "F", "F", "F", "O", "C", "C", "F", "F", "F", "F", "H", "H", "H", "H"],
  "xyz": [[3.069, -1.228, 1.885], [1.961, -0.589, 0.962], [1.743, -1.590, -0.236], [0.429, -1.381, -0.867], [-1.039, -2.067, 0.252], [-2.010, -3.468, -0.901], [-2.219, -0.400, 0.654], [-3.177, -0.629, 1.883], [-4.559, -1.244, 1.464], [-5.646, -1.377, 2.958], [-0.450, -2.687, 1.941], [-0.343, -4.090, 2.024], [-1.743, -4.826, 2.185], [2.622, -1.784, 2.739], [3.739, -0.408, 2.248], [3.692, -1.948, 1.308], [2.232, 0.427, 0.597], [1.006, -0.517, 1.526], [1.877, -2.642, 0.120], [2.534, -1.351, -0.994], [0.392, -1.804, -1.792], [-3.085, -3.574, -0.597], [-1.567, -4.489, -0.734], [-1.906, -3.285, -2.000], [-1.485, 0.387, 0.977], [-2.746, -0.038, -0.261], [-2.713, -1.218, 2.706], [-3.410, 0.383, 2.312], [-5.043, -0.617, 0.681], [-4.443, -2.265, 1.030], [-4.748, -1.744, 3.941], [0.285, -4.534, 1.210], [0.211, -4.307, 2.981], [-2.556, -4.071, 2.226], [-1.728, -5.497, 3.069], [-1.911, -5.448, 1.270], [2.425, 3.295, -1.205], [1.000, 3.734, -0.777], [-0.155, 3.383, -1.724], [-0.036, 3.950, -2.939], [-1.323, 3.839, -1.206], [1.016, 5.060, -0.499], [0.728, 3.108, 0.397], [3.285, 4.280, -1.819], [3.222, 4.533, -3.195], [2.766, 5.964, -3.504], [1.557, 6.233, -2.985], [2.676, 6.149, -4.842], [2.488, 3.601, -3.812], [4.481, 4.384, -3.661], [2.950, 3.054, -0.279], [2.419, 2.361, -1.767], [-0.240, 2.300, -1.851], [3.475, 6.688, -3.096]],
  "atomic_forces_ev_per_a": [[0.02, 0.90, -0.16], [0.05, -1.61, 0.02], [-0.28, 1.05, -0.58], [0.26, -0.14, 0.70], [-0.91, 1.00, -0.93], [0.08, -0.99, 0.26], [0.56, -0.54, 0.99], [-0.68, 1.12, -0.90], [1.23, -0.45, 0.42], [0.05, -0.04, 0.12], [-0.05, -0.72, -0.72], [-0.04, 0.04, 1.55], [0.79, -0.14, -1.10], [0.28, 0.47, -0.57], [-0.40, -0.82, 0.07], [-0.33, 0.51, 0.31], [-0.10, -0.67, 0.15], [0.60, 0.05, -0.33], [0.18, 0.63, 0.00], [-0.19, -0.45, 0.56], [0.18, -0.07, 0.22], [0.73, 0.18, -0.50], [-0.28, 0.76, -0.16], [-0.30, 0.08, 0.82], [-0.56, -0.48, -0.47], [0.18, -0.17, 0.72], [-0.18, 0.16, -0.72], [0.00, -0.83, -0.07], [0.09, -0.29, 0.86], [0.03, 0.72, 0.31], [-0.32, 0.26, -1.04], [-0.60, 0.19, 0.26], [-0.19, 0.08, -0.73], [0.50, -0.47, 0.22], [-0.23, 0.50, -0.45], [-0.13, 0.36, 0.78], [0.52, -0.25, 0.09], [0.57, 0.41, -0.02], [-0.68, -0.47, 0.12], [0.43, 0.26, -0.20], [0.17, 0.06, 0.24], [-0.12, 0.10, -0.21], [0.02, -0.25, -0.19], [-0.89, 0.42, -0.67], [0.19, -1.19, 1.34], [0.02, 0.53, 0.02], [-0.14, -0.25, 0.14], [0.17, -0.22, -0.12], [-0.34, 0.18, -0.29], [0.16, 0.39, -0.15], [-0.14, 0.19, 0.02], [-0.26, 0.13, -0.20], [0.15, -0.05, 0.15], [0.16, -0.15, 0.02]]
}

Record 2
{
  "formula": "C5H37NO13",
  "method": "the ωB97M-V functional and the def2-TZVPD basis",
  "total_charge": 0,
  "e_lumo_ev": 0.1,
  "mol_weight_g_mol": 319.35,
  "multiplicity": 1,
  "de_lowest_kcal_mol": 79.7,
  "e_tot_ev": -33892.5293,
  "max_force_ev_per_a": 2.9,
  "symbols": ["C", "O", "C", "C", "C", "C", "N", "H", "H", "H", "H", "H", "H", "H", "H", "H", "H", "H", "H", "H", "H", "H", "O", "H", "H", "O", "H", "H", "O", "H", "H", "O", "H", "H", "O", "H", "H", "O", "H", "H", "O", "H", "H", "O", "H", "H", "O", "H", "H", "O", "H", "H", "O", "H", "H", "O"],
  "xyz": [[1.255, -3.404, 0.870], [-0.056, -3.755, 0.283], [1.477, -1.909, 0.666], [2.519, -1.606, -0.397], [1.948, -1.757, -1.838], [2.181, 0.630, -2.202], [1.254, -0.480, -2.063], [1.106, -3.702, 1.908], [1.902, -4.068, 0.313], [-0.699, -3.138, 0.654], [1.866, -1.490, 1.597], [0.532, -1.420, 0.428], [2.994, -0.641, -0.244], [3.331, -2.344, -0.329], [2.792, -1.927, -2.513], [1.227, -2.559, -1.721], [1.973, 1.152, -3.147], [2.007, 1.458, -1.516], [3.225, 0.349, -2.321], [0.513, -0.489, -2.738], [2.561, 1.518, 1.949], [3.985, 1.006, 2.126], [3.078, 0.838, 2.385], [-0.082, -2.744, -3.662], [-0.574, -2.916, -2.258], [-0.895, -2.753, -3.151], [-4.509, 0.192, -0.573], [-3.174, 0.747, 0.157], [-3.563, 0.089, -0.459], [2.825, 2.965, -0.180], [3.607, 3.464, 1.011], [3.532, 2.700, 0.432], [-3.370, 1.887, 2.249], [-2.172, 1.460, 1.314], [-2.915, 2.045, 1.424], [-0.890, 1.771, -1.297], [-0.077, 0.757, -0.398], [-0.562, 1.589, -0.414], [-1.621, 4.037, 1.271], [-0.509, 3.689, 2.323], [-0.724, 4.227, 1.562], [-0.481, 1.144, 3.312], [0.317, 1.381, 1.979], [-0.502, 1.556, 2.444], [0.300, 4.277, 0.103], [1.651, 4.957, 0.192], [1.154, 4.366, -0.378], [-2.229, -1.101, 0.371], [-2.418, -2.094, 1.363], [-1.969, -1.227, 1.300], [-2.163, 0.050, -1.463], [-2.098, -0.375, -2.996], [-1.606, -0.021, -2.257], [-3.192, -4.011, -0.105], [-4.023, -2.686, 0.204], [-3.543, -3.428, 0.571]],
  "atomic_forces_ev_per_a": [[-2.81, 0.00, -0.60], [0.21, -0.05, -0.31], [1.33, -0.02, 0.54], [0.47, -1.14, -0.76], [-0.03, 1.81, 1.99], [-0.82, 1.02, -1.77], [0.67, -0.60, 0.46], [0.87, 0.11, 0.15], [0.62, 0.08, 0.26], [0.10, 0.05, 0.06], [-0.24, 0.13, 0.10], [-0.05, -0.01, 0.09], [-0.15, 0.17, -0.08], [0.02, 0.07, 0.33], [-0.32, -0.33, -0.39], [0.15, -0.29, -0.71], [-0.03, -0.17, -0.18], [0.36, -0.37, 0.70], [0.09, -0.13, 0.56], [-0.10, -0.05, -0.16], [0.41, 0.18, -0.36], [-0.04, 0.14, -0.25], [-0.35, -0.57, 0.74], [0.03, -0.03, -0.22], [-0.22, 0.00, 0.21], [0.00, -0.16, -0.09], [0.08, 0.50, 0.23], [-1.32, 0.12, -0.14], [0.30, -0.44, -0.07], [-0.09, 0.01, 0.04], [0.13, 0.08, 0.03], [-0.14, 0.23, -0.18], [0.21, -0.42, 0.27], [1.19, -0.19, 0.85], [-1.21, 0.96, -1.00], [0.32, -0.54, -0.31], [0.01, -0.19, -0.88], [-0.25, 0.59, 1.25], [-0.06, -0.51, 0.38], [-0.35, -0.62, -0.01], [0.08, 1.19, -0.40], [0.40, -0.28, -0.10], [0.15, -0.28, 0.09], [-0.20, 0.33, 0.35], [0.50, -0.22, 0.01], [-0.03, 0.25, -0.03], [-0.03, -0.09, -0.08], [0.32, 0.62, 0.19], [0.20, 0.12, 0.77], [-0.19, -0.91, -0.58], [-0.40, -0.21, -0.98], [-0.41, -0.27, 0.18], [0.70, 0.43, -0.08], [-0.15, 0.23, -0.38], [-0.10, -0.11, -0.64], [0.16, -0.20, 0.91]]
}